(1)
DFT (ωB97M-V/def2-TZVPD) results for a molecular structure, C4H6O2S2 in a non-equilibrium geometry.

Values from the calculation:
* maximum force: 5.04 eV Å⁻¹
* E_tot: -30007.11127 eV
* Kohn-Sham gap: 9.8563 eV
* ΔE to the lowest compared entry with this formula, charge and spin: 98.5 kcal per mole

Last column: Mulliken charge in e.
CARTESIAN COORDINATES (ANGSTROEM)
C (0.4366, 1.1766, 1.2143)  -1.14
C (0.7845, 1.0164, -1.3957)  -0.78
C (-0.6666, 0.2997, 0.7359)  0.06
C (-0.8529, 0.1048, -0.6724)  -0.33
O (2.0551, -0.7318, 0.1233)  -0.60
O (3.0208, 1.5270, 0.0761)  -0.65
S (-2.1806, 1.0160, 0.0196)  -0.15
S (1.7995, 0.6824, -0.0163)  1.06
H (0.1139, 2.1486, 1.1739)  0.44
H (0.6701, 0.9860, 2.1589)  0.52
H (1.0937, 0.6461, -2.3881)  0.40
H (0.5374, 2.0554, -1.3035)  0.36
H (-0.8196, -0.4974, 1.4944)  0.34
H (-0.8666, -0.6660, -1.3609)  0.47

=====

(2)
DFT (ωB97M-V/def2-TZVPD) results for 2 unconnected molecules or ions with the total composition C4H6O2Si in a non-equilibrium geometry.

Values from the calculation:
* maximum force: 3.78 eV Å⁻¹
* E_tot: -16214.35197 eV
* Kohn-Sham gap: 7.4037 eV
* ΔE to the lowest compared entry with this formula, charge and spin: 86.1 kcal per mole

Last column: Mulliken charge in e.
CARTESIAN COORDINATES (ANGSTROEM)
C (-0.6102, 0.3260, -1.4433)  -0.66
C (-0.1743, -0.8693, -1.5046)  0.82
C (-1.0382, 1.0031, -0.0584)  -0.25
C (-0.0742, 0.6320, 1.0847)  -1.23
O (0.2046, -1.9590, -1.2326)  -0.50
O (1.9242, -1.8543, 1.0592)  -0.39
Si (0.2800, -1.9940, 1.1946)  0.32
H (-0.1580, 0.9931, -2.1403)  0.26
H (-1.0617, 2.1260, -0.2724)  0.28
H (-1.9714, 0.6723, 0.1556)  0.32
H (0.8680, 1.1301, 0.8179)  0.24
H (-0.4204, 0.9757, 2.0004)  0.44
H (2.2316, -1.1815, 0.3393)  0.35

=====

What did the second record say?
DFT (ωB97M-V/def2-TZVPD) results for 2 unconnected molecules or ions with the total composition C4H6O2Si in a non-equilibrium geometry.

Values from the calculation:
* maximum force: 3.78 eV Å⁻¹
* E_tot: -16214.35197 eV
* Kohn-Sham gap: 7.4037 eV
* ΔE to the lowest compared entry with this formula, charge and spin: 86.1 kcal per mole

Last column: Mulliken charge in e.
CARTESIAN COORDINATES (ANGSTROEM)
C (-0.6102, 0.3260, -1.4433)  -0.66
C (-0.1743, -0.8693, -1.5046)  0.82
C (-1.0382, 1.0031, -0.0584)  -0.25
C (-0.0742, 0.6320, 1.0847)  -1.23
O (0.2046, -1.9590, -1.2326)  -0.50
O (1.9242, -1.8543, 1.0592)  -0.39
Si (0.2800, -1.9940, 1.1946)  0.32
H (-0.1580, 0.9931, -2.1403)  0.26
H (-1.0617, 2.1260, -0.2724)  0.28
H (-1.9714, 0.6723, 0.1556)  0.32
H (0.8680, 1.1301, 0.8179)  0.24
H (-0.4204, 0.9757, 2.0004)  0.44
H (2.2316, -1.1815, 0.3393)  0.35